No. 1
# C12H15N

A single C12H15N molecule (ωB97M-V/def2-TZVPD, the Open Molecules 2025 dataset).

orbital gap = 8.92 eV
E_tot = -14174.2666 eV
E_LUMO = 0.950 eV
highest occupied orbital energy = -7.97 eV

Atoms and positions in Å:
C (0.27074, -0.69737, 0.16625)
C (0.16247, -0.25362, -1.15411)
C (2.09332, 1.05231, 3.70566)
C (1.69411, -0.32860, 3.68349)
C (2.09874, 1.69616, 2.50667)
C (1.26528, -0.86760, 2.48047)
C (1.66870, 1.08155, 1.22284)
C (1.13192, -0.13164, 1.29086)
N (-2.93001, 0.61931, -2.91963)
C (-0.78147, -1.63820, 0.70978)
C (-0.61177, -0.18664, -3.53952)
C (-0.89037, -0.55654, -2.15547)
C (-1.45693, 0.70397, -2.71037)
H (0.97909, 0.47115, -1.38934)
H (2.27646, 1.62669, 4.64853)
H (1.52667, -0.93638, 4.55821)
H (2.14279, 2.79178, 2.49326)
H (0.99781, -1.91221, 2.51558)
H (1.29072, 1.76944, 0.34629)
H (-3.32221, 1.51237, -2.84999)
H (-3.12733, 0.38913, -3.85231)
H (-1.16197, -1.38950, 1.66669)
H (-0.34367, -2.66973, 0.89177)
H (-1.65166, -1.67091, 0.13018)
H (0.48832, -0.05702, -3.74553)
H (-1.19093, -0.65650, -4.30248)
H (-1.56446, -1.39010, -2.18224)
H (-1.05435, 1.62866, -2.21553)

No. 2
# C4H6N3

A gas-phase ion, C4H6N3 (charge +1) (ωB97M-V/def2-TZVPD, the Open Molecules 2025 dataset).

charge = +1
orbital gap = 9.02 eV
E_tot = -8701.8524 eV
E_LUMO = -5.141 eV
highest occupied orbital energy = -14.16 eV

Atoms and positions in Å:
C (-2.34193, -0.84180, -0.40499)
C (-1.61420, 0.07527, 0.25136)
C (0.78391, -0.43376, 0.09485)
C (0.55797, 0.91918, -0.52382)
N (-3.55890, 0.04774, -0.22793)
N (-2.98011, 0.86920, 0.40680)
N (-0.31144, 0.41681, 0.54533)
H (-2.18492, -1.73216, -1.02382)
H (0.43882, -1.38121, -0.34671)
H (1.68843, -0.76380, 0.68503)
H (1.15317, 1.64612, -0.16839)
H (0.01050, 1.09024, -1.43465)
H (-0.29338, 0.88814, 1.41884)

No. 3
# C6H9Cl2N2O

A gas-phase ion, C6H9Cl2N2O (charge +1) (ωB97M-V/def2-TZVPD, the Open Molecules 2025 dataset).

charge = +1
orbital gap (spin up / spin down) = 6.10 / 6.34 eV
expectation value of S² = 2.009
multiplicity = 3
E_tot = -36428.8163 eV
E_LUMO (spin up / spin down) = -5.088 / -8.015 eV
highest occupied orbital energy (spin up / spin down) = -11.19 / -14.35 eV

Atoms and positions in Å:
C (0.99447, -1.26871, 1.25235)
C (1.07417, 0.42647, -0.46926)
C (-0.89563, 0.89042, 0.90095)
C (-0.49601, 0.47808, -0.38073)
C (-1.25093, -0.67200, -0.94446)
C (-0.90198, 1.66688, -1.26711)
N (1.69264, -0.47913, 0.37108)
N (1.55484, -2.26509, 1.79935)
O (1.69116, 1.12940, -1.21204)
Cl (-2.24278, 0.39550, 1.75850)
Cl (-0.12897, 2.17966, 1.84123)
H (-0.89074, -1.61764, -0.44151)
H (-0.87758, -0.61440, -2.02795)
H (-2.29931, -0.53092, -0.87121)
H (-0.46093, 2.61931, -1.07455)
H (-2.05415, 1.87284, -1.29486)
H (-0.74588, 1.37015, -2.32200)
H (2.66372, -0.45085, 0.36607)
H (1.07814, -2.79836, 2.50988)
H (2.49574, -2.33162, 1.50627)

No. 4
# C4H4N2

A single C4H4N2 molecule (ωB97M-V/def2-TZVPD, the Open Molecules 2025 dataset).

orbital gap = 12.64 eV
E_tot = -7191.6253 eV
E_LUMO = 0.438 eV
highest occupied orbital energy = -12.20 eV

Atoms and positions in Å:
C (0.00606, -1.67551, -0.57704)
C (-0.13004, -0.46475, 0.35431)
C (1.18527, 0.32468, 0.54820)
C (-1.22699, 0.40180, -0.10560)
H (0.44337, -1.34504, -1.53422)
H (-0.96724, -2.13707, -0.87793)
H (0.61648, -2.48746, -0.04241)
H (-0.33076, -0.93960, 1.27900)
N (2.12303, 0.97570, 0.51223)
N (-1.94699, 1.22314, -0.53277)

No. 5
# C5H15N2S

A gas-phase ion, C5H15N2S (charge +1) (ωB97M-V/def2-TZVPD, the Open Molecules 2025 dataset).

charge = +1
orbital gap = 8.11 eV
E_tot = -19236.4143 eV
E_LUMO = -3.613 eV
highest occupied orbital energy = -11.73 eV

Atoms and positions in Å:
C (-1.40563, -0.49543, -0.74100)
N (-0.33141, 0.13892, 0.01573)
C (0.90496, -0.65038, 0.27033)
C (1.86625, 0.20013, 1.10302)
C (1.93312, -0.29242, 2.55500)
S (0.36293, 0.10158, 3.46606)
C (-2.01149, 0.58911, -1.63350)
N (-1.36776, 0.44190, -3.02880)
H (-0.98212, -1.38749, -1.22126)
H (-2.14135, -1.00951, -0.11300)
H (-0.61387, 0.39048, 0.96041)
H (1.36732, -0.80705, -0.70820)
H (0.66487, -1.64118, 0.67303)
H (2.88503, 0.04323, 0.74709)
H (1.62685, 1.25967, 1.07607)
H (2.05460, -1.38233, 2.49779)
H (2.82850, -0.05614, 3.12395)
H (0.78667, 1.23046, 4.01392)
H (-1.67482, 1.57512, -1.34607)
H (-3.09542, 0.51292, -1.64807)
H (-0.54104, 1.02607, -3.02525)
H (-1.12776, -0.52654, -3.25367)
H (-1.98845, 0.73891, -3.78361)

No. 6
# C3H5NOS

2 unconnected molecules or ions with the total composition C3H5NOS (ωB97M-V/def2-TZVPD, the Open Molecules 2025 dataset).

orbital gap = 9.20 eV
E_tot = -17561.2090 eV
E_LUMO = 0.292 eV
highest occupied orbital energy = -8.91 eV

Atoms and positions in Å:
C (2.65396, -0.05738, -0.38576)
C (-0.67122, -1.27863, 0.12534)
C (-0.93963, 1.49157, 0.55346)
N (3.49269, 0.46629, -0.88726)
O (-1.01441, -2.45125, -0.34475)
S (-1.46031, 0.04148, -0.61172)
H (2.15046, -0.69277, 0.30457)
H (-1.18495, 0.97866, 1.47560)
H (-1.57095, 2.36182, 0.35530)
H (0.06206, 1.76188, 0.59246)
H (-1.51772, -2.62167, -1.17724)

No. 7
# C4H7N2

A molecular structure, C4H7N2 (ωB97M-V/def2-TZVPD, the Open Molecules 2025 dataset).

charge = +1
orbital gap = 10.48 eV
E_tot = -7231.4979 eV
E_LUMO = -4.584 eV
highest occupied orbital energy = -15.06 eV

Atoms and positions in Å:
C (0.28974, 0.10718, -0.32902)
C (2.63705, -0.23073, 0.29434)
C (-0.67737, -0.97922, -0.21748)
C (-1.63890, 0.18442, -0.07193)
N (1.95663, 0.33373, -0.56773)
N (-0.55390, 1.07062, -0.41630)
H (2.44140, -0.93225, 1.15036)
H (3.67149, -0.11075, 0.09687)
H (-0.56748, -1.46853, -1.20239)
H (-0.59155, -1.67143, 0.60082)
H (-2.41520, 0.49285, -0.81180)
H (-1.90298, 0.27059, 0.93918)
H (-0.47414, 2.03583, -0.57291)

Relative energy (zero: lowest compared OMol25 entry of this formula, charge and spin) list, top to bottom, in kJ/mol: 374.57, 641.79, 0.00, 102.59, 134.97, 391.58, 409.13